[1]
DFT (ωB97M-V/def2-TZVPD) results for a molecular structure, C21H15BiN7O5 in a non-equilibrium geometry.

Values from the calculation:
LUMO energy (alpha / beta)	1.9950 / 1.9943	eV
strongest force on any atom	6.6	eV/Å
HOMO (alpha / beta)	-3.4 / -3.4	eV
molecular weight	654.4	g/mol
total charge	-1
spin multiplicity	1

Atoms and positions in Å:
1 Bi -0.0815 0.6511 0.2164
2 O -1.0882 3.8795 2.6915
3 C -0.7680 3.0850 1.8051
4 N -0.9737 1.7645 1.7904
5 C -0.8298 1.1372 3.0980
6 C 0.6021 0.6944 3.1732
7 C 1.2474 0.4988 4.3890
8 C 2.5852 0.1149 4.3783
9 C 3.2300 -0.0627 3.1591
10 C 2.5019 0.1445 1.9978
11 N 1.2061 0.5038 1.9785
12 C -0.0859 3.6102 0.5785
13 C 0.0856 4.9841 0.4307
14 C 0.7310 5.4593 -0.7077
15 C 1.1864 4.5500 -1.6556
16 C 0.9751 3.1989 -1.4242
17 N 0.3522 2.7090 -0.3375
18 H -1.4630 0.2455 3.1770
19 H -1.0826 1.7776 3.9514
20 H 0.7163 0.6692 5.3173
21 H 3.1180 -0.0283 5.3113
22 H 4.2726 -0.3476 3.1107
23 H 2.9506 0.0292 1.0177
24 H -0.2809 5.6581 1.1964
25 H 0.8755 6.5251 -0.8455
26 H 1.6945 4.8817 -2.5522
27 H 1.3114 2.4458 -2.1290
28 N 2.7847 -5.1031 0.3905
29 C 2.0264 -4.4745 -0.2245
30 N 1.0717 -3.7243 -1.0248
31 C 0.8754 -2.4042 -0.4474
32 N 0.6892 -1.3407 -0.0199
33 O -0.2061 0.3364 -4.1463
34 C -0.4176 -0.0471 -2.9538
35 O -0.0855 0.5741 -1.8965
36 C -1.1351 -1.3734 -2.7752
37 C -1.5417 -2.1257 -3.8916
38 C -2.2023 -3.3462 -3.7350
39 C -2.4618 -3.8243 -2.4452
40 C -2.0671 -3.0941 -1.3181
41 C -1.4073 -1.8750 -1.4901
42 N -3.1552 -5.1049 -2.2728
43 O -3.4924 -5.7271 -3.2922
44 O -3.3692 -5.5007 -1.1162
45 H -1.3334 -1.7420 -4.8904
46 H -2.5010 -3.8989 -4.6214
47 H -2.2597 -3.4489 -0.3095
48 H -1.0947 -1.2964 -0.6207
49 H -1.7055 -0.2379 -0.0154

[2]
DFT (ωB97M-V/def2-TZVPD) results for C21H15F2NO3 in the gas phase in a non-equilibrium geometry.

Values from the calculation:
LUMO energy	-0.6619	eV
strongest force on any atom	5.0	eV/Å
HOMO	-9.3	eV
molecular weight	367.4	g/mol
spin multiplicity	1
energy relative to the best compared isomer or geometry (same formula, charge and spin)	1.090	eV

Atoms and positions in Å:
1 O -2.0105 -1.5572 1.3068
2 C -1.1315 -1.6546 0.4024
3 C -1.1939 -2.9220 -0.3663
4 C -0.4094 -4.0147 -0.0024
5 C -0.5118 -5.2208 -0.7174
6 C -1.4891 -5.3691 -1.7380
7 C -2.3429 -4.2952 -2.0211
8 C -2.2343 -3.0791 -1.3172
9 C 0.1270 -0.6527 0.3641
10 C 0.4025 0.6233 -0.2390
11 C -0.7828 1.6123 0.0113
12 C -1.9550 1.2525 0.6915
13 C -2.9790 2.1568 0.9937
14 C -2.9371 3.4832 0.5675
15 C -1.7600 3.8123 -0.1182
16 F -1.7146 5.0929 -0.6249
17 C -0.6883 2.9363 -0.3533
18 C 1.7820 1.4289 0.3355
19 C 3.0635 1.0118 -0.0257
20 C 4.1699 1.8784 0.1332
21 C 4.1018 3.1336 0.7250
22 C 2.8617 3.4453 1.2345
23 F 2.7225 4.6915 1.8485
24 C 1.7198 2.5921 1.1145
25 N 1.3348 -1.6503 -0.0438
26 O 2.1574 -1.9300 0.8290
27 O 1.3854 -1.8098 -1.2813
28 H 0.2663 -3.9012 0.8393
29 H 0.1639 -6.0608 -0.4655
30 H -1.5972 -6.3208 -2.2696
31 H -3.1134 -4.3940 -2.7814
32 H -2.8745 -2.2481 -1.4967
33 H 0.2953 -0.4443 1.4225
34 H 0.5138 0.4432 -1.2858
35 H -2.1253 0.2201 0.9916
36 H -3.8583 1.8066 1.5743
37 H -3.7981 4.1578 0.7444
38 H 0.1828 3.4039 -0.7872
39 H 3.2605 -0.0020 -0.4068
40 H 5.1537 1.5196 -0.2046
41 H 4.9812 3.8288 0.7973
42 H 0.8611 2.9955 1.6195

[3]
DFT (ωB97M-V/def2-TZVPD) results for a molecular structure, C21H15F3N3O3STe4W in a non-equilibrium geometry.

Values from the calculation:
LUMO energy (alpha / beta)	0.9342 / 0.9365	eV
strongest force on any atom	1.7	eV/Å
HOMO (alpha / beta)	-4.1 / -4.1	eV
molecular weight	1140.7	g/mol
total charge	-1
spin multiplicity	1
energy relative to the best compared isomer or geometry (same formula, charge and spin)	1.654	eV

Atoms and positions in Å:
1 W -0.4730 -0.2496 0.2519
2 C -2.2914 -2.3679 3.8275
3 O -2.4887 -1.1956 4.6274
4 C -1.8191 -0.0384 4.4136
5 C -1.8093 0.8165 5.4980
6 C -1.1714 2.0596 5.4750
7 C -0.5293 2.4443 4.3312
8 C -0.5507 1.6182 3.1919
9 C 0.1579 2.0716 2.0394
10 N -0.1451 1.6220 0.8782
11 N 0.6533 1.4720 -0.2462
12 C 1.5262 0.3850 0.0270
13 O 1.4505 -0.1164 1.2282
14 C 2.6100 0.1129 -0.9354
15 C 3.4171 -1.0013 -0.7453
16 C 4.4253 -1.2864 -1.6524
17 C 4.6352 -0.4565 -2.7442
18 C 3.8350 0.6642 -2.9277
19 C 2.8232 0.9527 -2.0258
20 C -1.1885 0.3471 3.1905
21 O -1.1873 -0.4789 2.1785
22 H -2.8138 -3.1613 4.3544
23 H -1.2330 -2.6173 3.7434
24 H -2.7209 -2.2577 2.8406
25 H -2.3113 0.4701 6.3926
26 H -1.1775 2.6915 6.3524
27 H -0.0093 3.3933 4.2736
28 H 0.9396 2.8193 2.1455
29 H 3.2350 -1.6496 0.0984
30 H 5.0277 -2.1742 -1.5151
31 H 5.4185 -0.6844 -3.4564
32 H 3.9969 1.3152 -3.7781
33 H 2.1880 1.8177 -2.1631
34 Te -2.4246 -2.5868 -0.2761
35 Te -3.8445 -4.3379 1.1655
36 Te 1.6607 -4.1847 -1.4148
37 Te 0.1778 -3.0205 0.4858
38 F -2.7964 2.0878 -5.2294
39 C -2.7949 1.8218 -3.9028
40 F -4.0233 1.3804 -3.5928
41 F -2.6238 2.9973 -3.2752
42 C -1.7238 0.8312 -3.5601
43 C -0.8420 0.3588 -4.5157
44 C 0.1600 -0.5342 -4.1745
45 C 0.2955 -0.9207 -2.8596
46 N -0.5544 -0.4844 -1.9214
47 C -1.5656 0.3404 -2.2527
48 S -2.5042 0.7322 -0.8624
49 H -0.9382 0.7011 -5.5380
50 H 0.8472 -0.9166 -4.9141
51 H 1.0748 -1.6027 -2.5313

[4]
DFT (ωB97M-V/def2-TZVPD) results for C21H15NO4 in the gas phase.

Values from the calculation:
LUMO energy	-0.2387	eV
strongest force on any atom	1.0	eV/Å
HOMO	-8.1	eV
molecular weight	345.4	g/mol
spin multiplicity	1
energy relative to the best compared isomer or geometry (same formula, charge and spin)	1.072	eV

Atoms and positions in Å:
1 C -6.0728 -0.6786 -0.0174
2 C -4.6916 -0.1026 -0.0010
3 C -3.5863 -0.9149 0.0046
4 O -3.7234 -2.2401 -0.0061
5 C -2.2771 -0.3119 0.0222
6 C -1.0910 -1.1281 0.0203
7 O -1.1087 -2.3589 -0.0099
8 N 0.1213 -0.4448 0.0364
9 C 1.3038 -1.2395 -0.0782
10 C 1.5935 -2.1922 0.8870
11 C 2.7324 -2.9671 0.7580
12 C 3.5767 -2.7911 -0.3248
13 C 3.2771 -1.8445 -1.2903
14 C 2.1371 -1.0708 -1.1748
15 C 0.2081 0.9172 0.0570
16 C 1.5366 1.5507 0.1265
17 C 1.8603 2.5656 -0.7703
18 C 3.0956 3.1833 -0.7090
19 C 4.0151 2.8047 0.2549
20 C 3.6918 1.8096 1.1623
21 C 2.4614 1.1831 1.1006
22 C -0.9197 1.6879 0.0455
23 C -2.1879 1.0705 0.0257
24 O -3.2650 1.8515 0.0179
25 C -4.5611 1.3303 0.0059
26 O -5.4603 2.1335 0.0003
27 H -6.7974 0.1239 -0.1188
28 H -6.1763 -1.3802 -0.8429
29 H -6.2643 -1.2248 0.9051
30 H -2.8193 -2.6424 -0.0141
31 H 0.9298 -2.3257 1.7270
32 H 2.9590 -3.7100 1.5075
33 H 4.4653 -3.3963 -0.4206
34 H 3.9276 -1.7117 -2.1413
35 H 1.8899 -0.3403 -1.9307
36 H 1.1451 2.8539 -1.5263
37 H 3.3406 3.9624 -1.4151
38 H 4.9794 3.2874 0.3020
39 H 4.4002 1.5199 1.9236
40 H 2.2104 0.4193 1.8208
41 H -0.8562 2.7614 0.0801

[5]
DFT (ωB97M-V/def2-TZVPD) results for a molecular structure, C21H16BrCrF6N7O5S3.

Values from the calculation:
LUMO energy (alpha / beta)	-4.1577 / -3.8754	eV
strongest force on any atom	0.7	eV/Å
HOMO (alpha / beta)	-11.1 / -11.1	eV
molecular weight	788.5	g/mol
total charge	+1
spin multiplicity	2
energy relative to the best compared isomer or geometry (same formula, charge and spin)	0.000	eV

Atoms and positions in Å:
1 Cr 0.2902 -0.3444 0.3039
2 Br -4.3411 4.2794 3.7361
3 C -2.9517 3.2295 3.0149
4 C -1.6365 3.4379 3.4460
5 C -0.6075 2.6808 2.9350
6 C -0.8701 1.6910 1.9774
7 O 0.1433 0.9681 1.5329
8 C -2.1895 1.4918 1.5329
9 C -2.5179 0.5366 0.5153
10 N -1.6587 -0.1235 -0.1830
11 C -2.1018 -1.0456 -1.1775
12 C -3.3698 -1.1582 -1.6839
13 C -3.6686 -2.1370 -2.6554
14 C -2.7062 -2.9810 -3.1298
15 C -1.3797 -2.8718 -2.6523
16 C -0.3087 -3.6758 -3.1085
17 C 0.9493 -3.4833 -2.6137
18 C 1.1538 -2.4844 -1.6452
19 N 0.1731 -1.7362 -1.1937
20 C -1.0914 -1.9045 -1.6762
21 C -3.2286 2.2680 2.0773
22 H -1.4336 4.1949 4.1913
23 H 0.4128 2.8125 3.2687
24 H -3.5789 0.3940 0.3274
25 H -4.1653 -0.5024 -1.3591
26 H -4.6820 -2.2094 -3.0251
27 H -2.9414 -3.7281 -3.8763
28 H -0.4990 -4.4379 -3.8539
29 H 1.7870 -4.0794 -2.9445
30 H 2.1344 -2.2977 -1.2247
31 H -4.2462 2.1048 1.7459
32 C -1.6713 3.8583 -4.0384
33 C -0.5883 2.9115 -3.6899
34 N 0.2004 2.3067 -4.5269
35 N 1.0111 1.5534 -3.7475
36 C 0.7490 1.6647 -2.4434
37 S 1.6370 1.0055 -1.1440
38 N -0.2749 2.5380 -2.4044
39 N -0.8998 2.9542 -1.2230
40 H -1.6513 4.0262 -5.1117
41 H -1.5325 4.8193 -3.5395
42 H -2.6473 3.4578 -3.7615
43 H 1.7451 0.9977 -4.1559
44 H -0.1601 3.1229 -0.5407
45 H -1.3587 3.8386 -1.4187
46 F 3.8906 -2.9132 2.0280
47 C 4.0446 -1.7156 2.5786
48 F 4.3191 -1.8482 3.8638
49 F 5.0311 -1.0750 1.9676
50 S 2.5046 -0.7110 2.4001
51 O 2.1936 -0.8448 0.9561
52 O 2.8264 0.5768 2.8959
53 N 1.4563 -1.4724 3.2793
54 S 0.2256 -2.3032 2.8060
55 O -0.6486 -2.5944 3.8817
56 O -0.4204 -1.7610 1.5895
57 C 0.8314 -3.9453 2.2144
58 F 1.5954 -4.4944 3.1439
59 F 1.5347 -3.8087 1.0858
60 F -0.2147 -4.7210 1.9705

Number 1: electronic energy -1783.1310 hartree. Number 2: electronic energy -1289.2555 hartree. Number 3: electronic energy -3036.3090 hartree. Number 4: electronic energy -1165.0213 hartree. Number 5: electronic energy -6981.4312 hartree.